Computed, not measured: C33H35N5O2RbSTe as an isolated structure at a distorted geometry, with ωB97M-V/def2-TZVPD.

The geometry in XYZ format:
```
78
C33H35N5O2RbSTe (ωB97M-V/def2-TZVPD)
Rb 0.106 -0.122 0.961
C 0.375 -0.695 5.669
C -0.483 -0.057 4.610
C -1.573 -0.743 4.078
C -2.419 -0.147 3.150
C -3.628 -0.878 2.629
C -2.153 1.160 2.747
C -1.063 1.865 3.250
C -0.797 3.286 2.828
C -0.238 1.243 4.183
H 0.475 -1.768 5.502
H -0.081 -0.558 6.652
H 1.366 -0.245 5.698
H -1.786 -1.750 4.424
H -3.508 -1.956 2.735
H -3.809 -0.649 1.578
H -4.516 -0.585 3.193
H -2.832 1.651 2.056
H -1.175 3.978 3.583
H -1.288 3.520 1.884
H 0.273 3.463 2.716
H 0.599 1.793 4.601
C 2.587 -3.777 -1.156
O 1.261 -4.262 -0.907
C 0.432 -3.421 -0.293
O 0.700 -2.265 0.003
N -0.760 -4.008 -0.063
N -1.779 -3.286 0.548
H 3.057 -4.523 -1.789
H 3.135 -3.677 -0.220
H 2.558 -2.816 -1.663
H -0.883 -4.974 -0.318
H -2.092 -3.769 1.380
H -2.559 -3.179 -0.092
N 4.146 2.894 1.005
C 3.472 3.623 0.050
C 3.828 4.716 -0.731
C 2.877 5.180 -1.618
C 1.614 4.577 -1.724
C 1.264 3.494 -0.945
C 2.211 3.010 -0.044
N 2.142 1.948 0.837
C 3.305 1.905 1.435
C 3.690 0.909 2.425
C 4.869 0.866 3.115
S 4.908 -0.496 4.142
C 3.334 -0.923 3.586
N 2.826 -0.120 2.714
H 5.090 3.051 1.309
H 4.802 5.179 -0.649
H 3.110 6.027 -2.249
H 0.909 4.980 -2.439
H 0.291 3.025 -1.026
H 5.706 1.545 3.084
H 2.837 -1.805 3.965
Te 0.141 -0.807 -2.503
C -0.387 -0.095 -4.443
C -1.142 1.055 -4.628
C -1.494 1.455 -5.909
C -1.086 0.713 -7.009
C -0.330 -0.436 -6.826
C 0.019 -0.839 -5.546
C -1.801 -1.622 -2.229
C -2.784 -0.919 -1.543
C -4.056 -1.458 -1.391
C -4.350 -2.705 -1.924
C -3.372 -3.410 -2.614
C -2.101 -2.872 -2.762
H -1.461 1.640 -3.774
H -2.092 2.346 -6.051
H -1.352 1.035 -8.007
H -0.017 -1.024 -7.679
H 0.610 -1.735 -5.401
H -2.571 0.066 -1.143
H -4.820 -0.898 -0.866
H -5.343 -3.122 -1.813
H -3.602 -4.377 -3.042
H -1.340 -3.428 -3.296
```

The max |F| comes out at 0.0307 hartree/bohr. For the HOMO energy, the calculation gives -10.518 eV. For the energy, the calculation gives -2392.94231 Eh. Its total charge is +1. The HOMO-LUMO gap is 8.52 eV. As for the relative energy (zero: lowest compared OMol25 entry of this formula, charge and spin): 13.41 kcal/mol. As for the molar mass: 778.81 u.

Here are the Löwdin charges for atoms 1 to 5, given in e: 0.834 -0.040 -0.268 -0.022 -0.303

Computed, not measured: C33H35NO6STeW as an isolated structure, with ωB97M-V/def2-TZVPD.

The geometry in XYZ format:
```
78
C33H35NO6STeW (ωB97M-V/def2-TZVPD)
W 0.189 1.281 -0.641
O 4.251 2.339 -0.326
C 3.111 2.541 -0.680
O 2.066 1.949 -0.163
C 2.766 3.581 -1.733
C 1.514 4.371 -1.324
C 1.382 5.629 -2.180
C 0.943 5.027 -3.539
C 0.883 3.535 -3.214
O 0.450 3.542 -1.834
C 2.296 2.951 -3.090
C 2.224 1.431 -3.074
O 2.988 0.755 -3.727
O 1.232 0.936 -2.380
H 3.636 4.220 -1.872
H 1.379 4.499 -0.254
H 2.322 6.179 -2.234
H 0.618 6.291 -1.773
H 1.641 5.235 -4.350
H -0.043 5.387 -3.833
H 0.183 2.945 -3.794
H 2.948 3.239 -3.912
S -0.542 2.830 0.894
C -0.162 -3.076 6.523
C -0.540 -2.255 5.319
C -0.665 -0.876 5.401
C -1.009 -0.103 4.295
C -1.108 1.391 4.456
C -1.229 -0.737 3.066
Te -1.827 0.422 1.377
N -1.258 1.069 -1.664
C -1.952 1.067 -2.844
O -1.734 1.865 -3.741
C -3.057 0.060 -2.991
C -3.653 -0.081 -4.240
C -4.680 -0.992 -4.424
C -5.125 -1.763 -3.357
C -4.539 -1.620 -2.108
C -3.505 -0.712 -1.926
C 0.932 -0.697 -0.110
C 0.832 -1.796 -0.994
C 0.040 -1.774 -2.275
C 1.450 -3.008 -0.687
C 2.155 -3.200 0.486
C 2.815 -4.515 0.806
C 2.238 -2.131 1.360
C 1.663 -0.892 1.090
C 1.863 0.157 2.159
C -1.135 -2.132 2.966
C -1.392 -2.868 1.680
C -0.786 -2.864 4.097
H 0.094 -2.439 7.369
H 0.696 -3.716 6.307
H -0.986 -3.726 6.828
H -0.482 -0.381 6.350
H -0.846 1.684 5.473
H -2.118 1.745 4.240
H -0.445 1.909 3.761
H -3.290 0.534 -5.053
H -5.135 -1.104 -5.400
H -5.929 -2.475 -3.500
H -4.882 -2.217 -1.272
H -3.038 -0.605 -0.956
H -0.987 -1.474 -2.087
H 0.020 -2.771 -2.718
H 0.469 -1.079 -2.994
H 1.357 -3.830 -1.390
H 2.520 -5.286 0.094
H 2.550 -4.855 1.809
H 3.903 -4.422 0.769
H 2.784 -2.254 2.291
H 2.603 -0.195 2.879
H 0.937 0.331 2.703
H 2.206 1.103 1.760
H -2.306 -2.516 1.197
H -1.487 -3.939 1.864
H -0.572 -2.712 0.978
H -0.703 -3.944 4.014
```

The max |F| comes out at 0.0097 hartree/bohr. For the HOMO energy (alpha / beta), the calculation gives -3.918 / -4.858 eV. For the energy, the calculation gives -2518.18146 Eh. As for the multiplicity: 2. Its total charge is -1. The HOMO-LUMO gap (alpha / beta) is 5.95 / 6.63 eV. As for the relative energy (zero: lowest compared OMol25 entry of this formula, charge and spin): 0.00 kcal/mol. As for the molar mass: 885.15 u.

Here are the Löwdin charges for atoms 1 to 5, given in e: 1.319 0.097 -0.551 -0.269 -0.089

Computed, not measured: C33H36BIrN9OSi as an isolated structure at a distorted geometry, with ωB97M-V/def2-TZVPD.

The geometry in XYZ format:
```
82
C33H36BIrN9OSi (ωB97M-V/def2-TZVPD)
Ir 0.666 -0.067 -0.210
C 0.944 1.492 -3.423
C 1.254 2.345 -2.249
C 1.607 3.695 -2.204
C 1.789 3.976 -0.866
N 1.559 2.864 -0.152
N 1.232 1.868 -1.006
B 1.581 2.551 1.371
N 0.106 2.258 1.747
C -0.651 2.868 2.679
C -1.976 2.635 2.390
C -1.968 1.844 1.233
C -3.147 1.399 0.448
N -0.705 1.629 0.875
N 2.569 1.357 1.489
C 3.826 1.451 1.979
C 4.582 0.430 1.466
C 3.715 -0.296 0.638
C 4.076 -1.466 -0.187
N 2.512 0.284 0.677
N 2.084 3.603 2.355
C 2.479 4.900 2.339
C 2.735 5.286 3.631
C 2.498 4.124 4.419
C 2.636 3.961 5.876
N 2.122 3.148 3.616
H 1.403 1.903 -4.318
H -0.134 1.451 -3.583
H 1.320 0.480 -3.265
H 1.719 4.360 -3.035
H 2.063 4.903 -0.411
H -0.226 3.418 3.492
H -2.831 2.996 2.923
H -3.803 2.252 0.287
H -3.726 0.648 0.980
H -2.855 1.006 -0.520
H 4.115 2.213 2.670
H 5.620 0.233 1.636
H 4.646 -2.178 0.406
H 4.720 -1.143 -1.008
H 3.199 -1.950 -0.604
H 2.552 5.481 1.444
H 3.094 6.232 3.980
H 3.273 4.734 6.296
H 3.030 2.976 6.114
H 1.655 4.043 6.349
O 1.359 -2.478 -1.109
N 0.437 -3.401 -1.159
C -0.014 -3.680 -2.433
C -1.306 -3.995 -2.824
C -2.430 -4.012 -2.039
C -2.401 -3.861 -0.566
C -0.005 -3.947 -0.057
H 0.737 -3.491 -3.186
H -1.433 -4.158 -3.885
H -3.385 -4.201 -2.502
H -3.343 -4.231 -0.148
H 0.483 -3.642 0.855
C -3.494 -1.105 -5.208
C -2.109 -1.092 -5.161
C -1.459 -1.053 -3.941
C -2.189 -1.023 -2.750
C -3.587 -1.021 -2.812
C -4.232 -1.077 -4.036
Si -1.325 -1.073 -1.048
C -2.196 -2.439 -0.050
C -1.247 -4.761 -0.006
C -1.558 -5.233 1.377
C -2.219 -4.529 2.329
C -2.587 -3.164 2.313
C -2.395 -2.226 1.303
H -3.990 -1.140 -6.164
H -1.539 -1.118 -6.077
H -0.382 -1.081 -3.912
H -4.167 -0.989 -1.901
H -5.309 -1.111 -4.078
H 0.438 -0.997 1.002
H -1.152 -5.637 -0.662
H -1.219 -6.228 1.618
H -2.396 -5.034 3.269
H -2.936 -2.776 3.259
H -2.411 -1.193 1.627
```

The max |F| comes out at 0.0626 hartree/bohr. For the HOMO energy (alpha / beta), the calculation gives -13.182 / -13.426 eV. For the energy, the calculation gives -2265.08342 Eh. As for the multiplicity: 6. Its total charge is +2. The HOMO-LUMO gap (alpha / beta) is 6.49 / 4.17 eV. As for the relative energy (zero: lowest compared OMol25 entry of this formula, charge and spin): 98.35 kcal/mol. As for the molar mass: 805.83 u.

Here are the Löwdin charges for atoms 1 to 5, given in e: 1.323 -0.014 -0.308 0.035 0.009

Computed, not measured: C33H36BNO4 as an isolated structure at a distorted geometry, with ωB97M-V/def2-TZVPD.

The geometry in XYZ format:
```
75
C33H36BNO4 (ωB97M-V/def2-TZVPD)
C 0.163 -5.485 -1.977
C 1.179 -4.417 -2.110
C 1.396 -3.594 -3.200
C 2.439 -2.740 -2.713
C 3.100 -3.355 -1.610
B -0.272 -2.424 1.778
O 0.941 -2.614 2.412
C 0.874 -1.431 3.325
C -0.421 -0.672 2.856
C -0.741 0.486 3.748
C -1.738 -1.660 2.880
O -1.485 -2.854 2.070
C -0.215 -0.298 1.408
O -0.150 -1.303 0.615
O 2.223 -4.383 -1.235
H 0.338 -6.141 -2.868
H 0.320 -6.038 -1.045
H -0.906 -5.159 -1.982
H 0.813 -3.451 -4.110
H 2.519 -1.720 -3.006
H 0.776 -1.787 4.363
H 1.800 -0.803 3.208
H -0.885 1.378 3.149
H -1.698 0.227 4.212
H 0.028 0.669 4.493
H -1.963 -2.032 3.897
H -2.593 -1.138 2.406
H -0.153 0.725 1.063
H 3.368 -2.872 -0.464
C -0.400 2.619 -3.122
C -0.280 3.530 -2.062
C 0.931 3.666 -1.381
C 2.014 2.840 -1.707
C 3.299 2.935 -0.911
N 3.988 1.669 -0.841
C 5.467 1.748 -0.754
C 5.971 1.968 0.673
C 6.980 1.141 1.183
C 7.305 1.221 2.534
C 6.625 2.088 3.389
C 5.676 2.964 2.857
C 5.406 2.958 1.485
C 3.328 0.533 -0.491
C 3.822 -0.732 -0.676
C 3.507 -1.866 0.208
C 4.699 -2.076 1.112
C 4.738 -1.564 2.418
C 5.953 -1.643 3.151
C 7.083 -2.234 2.588
C 7.007 -2.794 1.330
C 5.819 -2.757 0.600
C 1.939 2.009 -2.836
C 0.721 1.872 -3.524
H -1.330 2.521 -3.693
H -1.132 4.145 -1.796
H 1.049 4.406 -0.601
H 3.985 3.644 -1.386
H 3.104 3.297 0.093
H 5.944 0.858 -1.198
H 5.743 2.635 -1.369
H 7.469 0.443 0.489
H 8.069 0.561 2.928
H 6.839 2.087 4.441
H 5.135 3.651 3.494
H 4.753 3.719 1.031
H 2.296 0.714 -0.102
H 4.713 -0.814 -1.322
H 2.572 -1.572 0.777
H 3.831 -1.138 2.863
H 6.033 -1.208 4.142
H 7.994 -2.285 3.137
H 7.850 -3.278 0.899
H 5.688 -3.238 -0.347
H 2.829 1.471 -3.181
H 0.674 1.198 -4.389
```

The max |F| comes out at 0.0762 hartree/bohr. For the HOMO energy, the calculation gives -4.586 eV. For the energy, the calculation gives -1659.32673 Eh. The HOMO-LUMO gap is 2.95 eV. As for the relative energy (zero: lowest compared OMol25 entry of this formula, charge and spin): 109.13 kcal/mol. As for the molar mass: 521.47 u.

Here are the Löwdin charges for atoms 1 to 5, given in e: -0.040 -0.369 -0.038 -0.093 -0.101